[1]
C17H42F2N6O15S2 | the ωB97M-V functional and the def2-TZVPD basis

Calculated values
- Charge: +2

Structure (XYZ):
```
84
Properties=species:S:1:pos:R:3:forces:R:3:lowdin_charge:R:1
N 19.250 -10.369 8.786 -0.407 2.565 2.951 -0.303
S 20.377 -10.206 7.803 5.728 -1.570 -9.334 0.439
O 21.651 -9.647 8.177 -1.147 0.008 1.284 -0.254
O 19.935 -9.775 6.496 0.046 -1.057 1.957 -0.220
F 20.809 -11.768 7.594 -0.590 0.320 0.604 -0.200
S 19.369 -8.742 9.271 -1.885 4.931 2.005 0.632
O 19.242 -7.672 8.245 0.744 -3.528 2.614 -0.218
O 20.160 -8.474 10.474 -1.063 -1.099 -2.360 -0.259
F 17.886 -8.838 9.849 -0.529 0.068 0.339 -0.204
C 16.643 -13.826 8.131 -0.225 0.030 -0.102 0.015
C 17.387 -12.670 7.439 3.141 -1.857 -0.260 -0.278
O 18.420 -12.809 6.762 -4.460 1.364 2.493 0.130
N 16.907 -11.255 7.880 -1.786 -2.092 -1.988 0.073
H 16.143 -11.307 8.538 -0.278 -0.486 0.228 0.155
H 17.711 -10.885 8.368 0.789 0.882 -0.091 0.044
C 16.473 -10.375 6.697 1.518 0.714 0.524 0.078
H 17.178 -14.776 8.110 0.137 0.228 -0.854 0.098
H 15.628 -13.938 7.750 0.063 -0.074 -0.597 0.101
H 16.435 -13.779 9.200 0.396 1.111 0.271 0.075
H 16.497 -9.388 7.159 0.057 0.229 -0.631 0.106
H 15.498 -10.538 6.237 0.113 -0.721 0.452 0.122
H 17.300 -10.523 6.003 -0.230 0.556 -0.482 0.087
C 15.342 -8.656 11.963 -0.534 0.769 0.314 0.028
C 15.478 -8.872 13.435 2.909 -2.741 -0.447 -0.366
O 16.216 -9.742 13.866 -2.270 2.544 0.288 0.163
N 14.620 -8.013 14.346 -1.445 -0.848 0.670 0.121
H 15.123 -7.581 15.108 0.737 -0.450 0.708 0.184
H 14.219 -7.196 13.906 -0.038 0.229 -0.998 0.170
C 13.365 -8.787 14.882 -0.117 0.023 -0.463 0.068
H 15.648 -7.645 11.691 -0.180 0.218 0.027 0.111
H 14.281 -8.771 11.743 -0.059 0.026 -0.494 0.106
H 15.976 -9.328 11.384 -0.255 -0.147 0.438 0.074
H 12.618 -8.056 15.192 0.365 0.101 0.245 0.111
H 13.587 -9.508 15.669 0.470 0.376 -0.089 0.115
H 12.914 -9.318 14.045 0.314 0.015 -0.126 0.105
C 21.307 -13.815 10.446 -0.929 0.650 -0.356 0.037
C 19.797 -13.479 10.624 0.814 -2.625 -0.998 -0.312
O 18.951 -14.317 10.405 0.527 2.392 0.748 0.129
N 19.454 -12.019 10.949 -1.685 -2.910 1.887 0.109
H 20.273 -11.636 11.397 2.102 0.895 0.966 0.088
H 19.306 -11.560 10.061 -0.217 0.662 -0.433 0.068
C 18.294 -11.881 11.955 0.317 -0.223 -0.274 0.038
H 21.841 -13.890 11.393 -0.100 0.437 0.014 0.105
H 21.738 -13.047 9.804 0.230 0.393 0.492 0.049
H 21.447 -14.739 9.884 -0.657 -0.182 0.289 0.093
H 18.015 -10.828 12.005 -0.052 -0.194 -0.161 0.072
H 18.578 -12.202 12.957 0.788 0.224 -0.192 0.114
H 17.471 -12.564 11.748 0.021 0.299 -0.755 0.088
C 21.375 -12.784 4.598 0.509 -1.011 0.029 0.031
C 22.592 -11.982 4.939 -3.754 3.625 0.256 -0.367
O 22.554 -10.774 4.815 2.007 -2.771 0.595 0.180
N 23.624 -12.718 5.768 0.174 1.251 0.889 0.116
H 23.239 -13.626 5.984 0.203 -0.592 -0.448 0.163
H 24.419 -12.757 5.147 0.750 -0.466 0.038 0.182
C 23.983 -12.100 7.151 -0.519 0.074 -0.908 0.061
H 20.632 -12.179 4.077 0.323 -0.052 -0.352 0.112
H 20.881 -13.128 5.506 0.132 0.212 0.471 0.078
H 21.665 -13.723 4.126 -0.242 0.039 -0.607 0.101
H 23.156 -12.380 7.804 0.316 -0.029 0.080 0.074
H 23.980 -11.014 7.062 0.161 -0.153 -0.188 0.100
H 24.949 -12.507 7.451 -0.232 0.060 0.020 0.110
C 20.909 -4.862 9.660 -1.102 -0.775 -0.391 0.026
C 22.181 -5.335 9.065 1.033 0.919 -1.864 -0.367
O 22.560 -5.179 7.946 -0.297 -0.471 1.120 0.201
N 23.225 -5.982 10.027 -1.181 -0.480 -0.506 0.107
H 24.067 -5.427 9.967 0.464 0.132 -0.097 0.176
H 22.830 -5.880 10.951 0.207 -0.260 0.649 0.164
C 23.451 -7.466 9.680 0.391 1.058 0.333 0.043
H 20.445 -5.662 10.237 0.356 0.271 0.923 0.081
H 20.140 -4.761 8.894 0.501 0.188 -0.594 0.109
H 20.986 -3.871 10.109 0.245 -0.297 0.517 0.115
H 22.466 -7.915 9.807 0.429 -0.392 -0.221 0.067
H 24.212 -7.851 10.359 -0.452 -0.089 0.331 0.100
H 23.889 -7.492 8.682 -0.605 0.016 -0.108 0.110
O 22.946 -10.947 10.454 0.285 -1.431 -2.816 0.070
C 22.744 -10.669 11.710 -1.537 1.228 6.021 -0.878
O 21.859 -11.254 12.413 -1.363 -1.088 -2.230 -0.062
O 23.439 -9.790 12.231 1.283 0.886 -0.909 -0.008
H 23.805 -10.525 10.378 0.433 0.282 -0.758 0.108
O 18.753 -10.041 3.941 1.640 -1.816 0.847 0.030
C 17.918 -9.053 3.637 -4.516 2.465 -2.542 -0.939
O 16.968 -9.274 2.854 0.498 -1.537 0.084 -0.064
O 18.074 -7.941 4.159 1.615 0.681 1.767 -0.058
H 19.301 -9.567 4.570 0.657 -0.132 0.244 0.041
```
Positions in Å, forces in eV/Å.


[2]
C4H6Cl2NO4P | the ωB97M-V functional and the def2-TZVPD basis

Structure (XYZ):
```
18
Properties=species:S:1:pos:R:3:forces:R:3:lowdin_charge:R:1
C 0.317 -0.083 1.953 0.194 -1.475 0.495 -0.468
C -0.376 -0.294 -0.194 0.830 0.265 -0.789 -0.660
C 1.349 -1.020 1.332 -1.718 -1.416 -1.929 -0.013
C 0.854 -1.224 -0.168 -0.819 0.078 1.736 -0.016
N -1.391 -0.007 -3.459 -0.231 -0.088 1.670 -0.190
O -0.701 0.078 1.076 -0.733 -0.066 0.712 0.122
O 0.223 0.288 3.075 0.354 0.354 0.142 0.140
O -1.481 -0.926 -0.860 -0.359 -0.489 0.668 -0.123
O -0.305 0.892 -0.926 -1.556 -0.905 -2.296 -0.124
P -1.618 0.241 -1.933 4.121 -0.017 -2.140 0.205
Cl -3.117 1.371 -1.633 -1.357 0.910 0.332 0.538
Cl 0.086 3.457 1.823 1.111 0.531 -0.114 0.292
H 2.349 -0.731 1.369 1.537 0.691 0.499 0.098
H 1.217 -2.043 1.738 0.312 0.938 0.566 0.137
H 0.417 -2.232 -0.176 0.319 0.251 -0.483 0.123
H 1.571 -1.104 -0.985 -0.261 0.268 0.308 0.132
H -0.668 -0.688 -3.756 -0.646 0.662 0.536 0.011
H 1.274 4.025 1.725 -1.099 -0.491 0.088 -0.205
```
Positions in Å, forces in eV/Å.


[3]
C22H47BBrIN4OPS | the ωB97M-V functional and the def2-TZVPD basis

Calculated values
- Charge: +1

Structure (XYZ):
```
79
Properties=species:S:1:pos:R:3:forces:R:3:lowdin_charge:R:1
C 0.227 3.435 -3.104 -0.139 -0.269 -0.146 -0.081
C -0.554 2.658 -4.190 0.745 0.189 0.200 -0.164
B -0.595 1.130 -3.871 -0.461 0.040 -0.485 -0.438
O -0.011 0.233 -4.730 0.158 -0.414 1.071 0.154
C -1.295 0.479 -2.551 -0.058 0.044 -0.126 -0.006
C -0.585 -0.445 -1.768 0.024 -0.052 -0.433 -0.119
C 0.840 -0.876 -1.984 0.092 0.004 0.394 -0.113
C 1.748 -0.155 -0.961 0.549 -0.237 -0.235 -0.268
C 2.108 -1.032 0.252 -0.081 0.305 -0.313 -0.649
I 1.833 0.007 2.091 -0.042 -0.115 0.103 0.810
C -1.197 -1.004 -0.671 -0.148 -0.052 0.182 -0.050
N -2.453 -0.697 -0.315 0.117 0.307 0.016 -0.376
S -3.052 -1.543 1.093 -0.104 -0.170 0.106 0.915
C -3.189 0.209 -1.015 -0.260 -0.553 0.162 -0.368
P -4.923 0.697 -0.533 -0.249 0.984 0.353 0.675
N -4.991 2.178 -0.077 -0.119 -0.358 -0.076 -0.281
C -2.599 0.782 -2.126 0.210 0.019 -0.124 -0.559
Br -3.669 1.960 -3.124 -0.088 0.035 -0.235 0.945
H 1.276 3.136 -3.128 0.070 0.096 0.096 0.082
H 0.174 4.507 -3.273 0.022 0.049 0.067 0.084
H -0.158 3.209 -2.110 -0.041 0.139 0.154 0.047
H -1.533 3.100 -4.343 -0.107 -0.046 0.105 0.055
H -0.023 2.773 -5.137 -0.059 0.004 -0.094 0.110
H 0.934 0.387 -4.836 -0.108 0.244 -0.822 0.125
H 1.183 -0.729 -2.997 -0.155 0.162 -0.067 0.104
H 0.902 -1.952 -1.810 0.001 -0.055 -0.061 0.132
H 1.313 0.794 -0.655 -0.100 0.043 -0.004 0.068
H 2.684 0.091 -1.462 0.011 0.129 -0.004 0.115
H 3.152 -1.320 0.196 0.024 -0.069 0.207 0.050
H 1.512 -1.937 0.297 -0.020 -0.036 0.139 -0.002
H -0.700 -1.729 -0.044 -0.026 -0.042 0.023 0.115
H -2.684 -0.593 1.967 0.047 0.082 0.010 -0.070
H -5.241 -0.196 0.483 0.129 -0.329 -0.111 -0.034
H -5.662 0.264 -1.644 0.090 -0.277 -0.061 0.011
H -5.592 2.764 -0.641 0.162 0.221 0.047 -0.020
C 2.464 -7.237 -0.737 0.028 0.013 0.001 -0.087
C 2.483 -6.368 0.509 0.021 -0.125 -0.008 -0.269
N 1.355 -5.451 0.590 -0.046 0.102 -0.051 -0.201
C 1.500 -4.460 1.639 0.094 0.230 0.052 -0.270
C 1.521 -4.917 3.101 -0.077 0.056 0.023 -0.071
C 0.041 -6.063 0.477 -0.146 -0.120 -0.084 -0.251
C -0.348 -7.140 1.498 -0.082 0.070 0.003 -0.075
H 2.435 -6.625 -1.640 -0.041 0.008 -0.003 0.079
H 3.366 -7.848 -0.769 0.012 0.003 -0.009 0.077
H 1.613 -7.919 -0.754 0.001 -0.010 0.004 0.066
H 3.393 -5.762 0.497 -0.016 0.039 0.054 0.118
H 2.560 -7.020 1.392 -0.005 0.010 -0.001 0.105
H 0.698 -3.720 1.514 -0.057 -0.051 0.026 0.092
H 2.431 -3.918 1.439 0.038 -0.063 -0.001 0.103
H 0.529 -5.183 3.463 0.010 -0.073 -0.022 0.059
H 1.885 -4.104 3.732 0.014 0.007 -0.014 0.072
H 2.183 -5.769 3.252 0.008 -0.008 -0.014 0.073
H -0.042 -6.495 -0.522 0.068 -0.008 -0.006 0.100
H -0.703 -5.259 0.498 0.043 0.042 0.066 0.104
H 0.471 -7.835 1.687 0.009 -0.008 -0.023 0.071
H -1.189 -7.721 1.117 0.004 -0.009 -0.011 0.074
H -0.658 -6.714 2.451 0.078 -0.012 0.032 0.056
C 1.302 4.665 3.608 -0.006 0.029 0.029 -0.085
C 0.459 5.580 2.733 -0.023 -0.083 0.072 -0.267
N 0.826 5.527 1.327 -0.058 0.019 -0.018 -0.196
C 0.203 6.569 0.528 0.011 0.187 -0.070 -0.244
C -1.323 6.552 0.370 0.018 -0.004 -0.077 -0.081
C 0.839 4.206 0.738 0.129 -0.216 0.002 -0.249
C -0.462 3.389 0.767 0.021 -0.054 -0.208 -0.091
H 2.363 4.896 3.503 0.009 -0.024 -0.040 0.083
H 1.025 4.804 4.653 0.009 0.010 0.009 0.076
H 1.152 3.611 3.370 -0.004 -0.004 0.002 0.051
H 0.604 6.609 3.067 -0.030 0.029 -0.047 0.121
H -0.605 5.347 2.904 0.006 0.009 -0.004 0.102
H 0.665 6.555 -0.464 0.016 -0.057 0.003 0.110
H 0.491 7.527 0.969 0.000 -0.025 0.067 0.112
H -1.656 5.783 -0.328 -0.007 -0.035 0.048 0.051
H -1.658 7.511 -0.028 0.006 0.010 0.003 0.073
H -1.833 6.397 1.320 0.007 -0.002 0.012 0.068
H 1.615 3.619 1.237 -0.011 0.027 0.054 0.089
H 1.184 4.303 -0.296 -0.055 0.077 -0.014 0.105
H -0.975 3.456 1.727 0.024 0.005 0.022 0.073
H -0.225 2.335 0.593 -0.013 -0.065 0.026 0.025
H -1.158 3.701 -0.012 -0.099 0.053 0.074 0.046
```
Positions in Å, forces in eV/Å.


no.,E (eV),frontier orbital gap (eV),HOMO energy (eV)
1,-85045.7629,2.7280,-8.915
2,-48260.2195,10.6864,-10.220
3,-130520.2138,5.3026,-9.985